The following is a quantum chemistry calculation of C75H168N6O12PV as an isolated structure at a distorted geometry, from OMol25.

Each line ends with the Mulliken spin population.
Geometry (Å):
V 1.147 -0.383 -0.954  1.170
P -2.923 5.547 0.116  -0.001
O 6.001 2.663 3.696  0.000
O -8.601 2.126 -5.389  0.000
O 4.961 0.730 4.074  0.000
O -1.112 -1.311 -0.773  0.024
O 0.566 0.441 -2.215  -0.216
O 0.948 1.331 0.428  0.031
O 1.488 -1.876 -2.797  -0.009
O -1.691 1.578 7.338  0.000
O 2.799 1.151 -0.504  -0.004
O 3.076 -1.620 -1.416  0.033
O 6.855 -2.063 5.017  0.000
O 0.430 -2.066 0.522  0.019
N 1.335 -6.893 -0.329  -0.001
N 4.423 -3.437 3.729  0.000
N 0.567 1.311 5.099  0.001
N -4.981 1.555 -4.312  0.000
N 5.282 1.416 -4.021  0.000
N -3.988 -4.406 -2.420  -0.001
C 3.534 -5.552 4.997  0.000
C 3.398 3.685 -4.530  0.000
C -2.538 -3.230 -4.249  0.000
C 3.439 -3.143 -3.248  -0.003
C -5.469 8.701 -0.783  0.000
C -2.000 0.403 8.038  0.000
C -3.689 -5.348 -1.165  0.000
C 7.710 -0.968 4.982  0.000
C 5.179 2.635 -3.022  0.001
C 0.830 -5.944 -1.457  0.000
C -4.906 -5.086 -3.530  0.000
C 0.166 -7.881 0.085  0.000
C -3.665 5.033 1.718  0.000
C -0.880 0.389 3.162  0.000
C -7.485 2.238 -4.562  0.000
C -5.804 10.003 -0.074  0.000
C 0.690 1.156 6.639  0.000
C -4.557 -3.126 -1.839  0.002
C -4.019 0.739 -5.127  0.000
C 4.234 -2.708 2.334  0.001
C -6.265 1.622 -5.241  0.000
C 4.919 -3.404 1.118  -0.003
C -0.823 0.868 4.650  0.000
C -1.547 6.647 0.800  0.000
C -3.828 3.075 3.516  0.000
C -0.777 6.384 3.904  0.000
C -5.838 -3.406 -1.055  0.000
C -4.075 6.637 -0.829  0.000
C 2.566 3.215 0.681  -0.001
C -3.506 3.697 4.859  0.000
C 4.672 3.866 -3.716  0.000
C 7.017 0.370 -2.238  0.000
C 2.616 -7.507 -0.848  0.000
C -4.472 3.062 -4.169  0.001
C -4.939 -5.669 -0.277  0.000
C 5.699 0.204 -3.137  0.001
C 3.863 -2.500 4.816  0.000
C 6.946 -2.822 3.803  0.000
C 0.857 2.744 4.509  0.000
C 6.425 1.729 -5.088  0.000
C -1.609 4.468 -2.122  0.000
C -0.997 -7.298 0.870  0.000
C -1.873 -2.575 1.175  0.003
C -3.082 3.694 2.294  -0.001
C 1.733 -6.090 0.920  0.001
C -3.813 0.717 -2.208  0.002
C 3.539 -9.597 -2.091  0.000
C -1.120 -2.788 -4.593  0.003
C -5.126 0.820 -2.995  0.000
C 2.075 1.823 0.241  -0.014
C -0.324 2.103 7.415  0.000
C -5.551 -4.380 0.162  0.000
C 5.657 1.121 1.894  0.000
C 5.517 1.574 3.305  0.000
C -9.812 2.607 -4.773  0.000
C 2.152 3.397 4.885  0.001
C 5.881 -3.916 3.933  0.000
C -0.781 -1.998 0.220  -0.022
C 7.228 -0.877 -1.412  0.000
C -0.337 3.375 -4.101  0.002
C -3.936 3.702 -5.422  0.000
C -2.563 -4.189 -2.967  0.002
C 0.231 6.420 2.765  0.000
C 2.620 -2.149 -2.479  -0.018
C 3.393 2.424 -5.463  0.000
C -0.360 5.914 1.415  0.000
C 1.579 0.390 4.434  0.001
C 3.935 1.108 -4.756  0.005
C -0.496 -6.360 2.030  0.000
C 3.452 -4.635 3.738  0.000
C 2.383 -8.633 -1.943  0.000
C -4.207 8.009 -0.206  0.000
C -2.199 4.187 -0.805  -0.004
C 0.522 -5.392 1.611  -0.004
C -0.929 3.187 -2.716  -0.012
H 6.030 -4.691 3.182  0.000
H 7.925 0.548 -2.816  0.000
H -1.020 -0.034 5.229  0.000
H 3.138 -7.984 -0.020  0.000
H -3.553 2.036 3.697  0.000
H -1.447 -3.089 2.036  0.001
H -0.532 4.848 1.566  0.000
H -0.114 -6.943 2.868  0.000
H -3.636 6.725 -1.823  0.000
H 4.495 2.402 -2.206  -0.001
H -0.136 -5.504 -1.208  0.001
H 7.905 -3.274 3.547  0.000
H -4.689 4.720 1.517  0.000
H -5.952 9.849 0.995  0.000
H -3.047 3.160 -5.745  0.000
H 1.105 5.807 2.987  0.000
H 4.660 -1.710 2.430  0.000
H -3.955 0.965 -6.192  0.000
H 0.018 3.424 4.657  0.000
H -0.002 -4.653 1.005  0.003
H -1.044 3.551 -4.912  0.000
H 2.460 -5.351 0.583  0.000
H -3.018 0.226 7.691  0.000
H 5.648 -0.657 -3.804  0.000
H 0.884 2.564 3.434  -0.001
H 0.524 5.846 0.781  0.000
H 4.815 -4.489 1.087  0.000
H -2.411 -1.724 1.593  0.001
H -0.230 -0.435 2.870  -0.001
H -6.328 8.040 -0.667  0.000
H 2.171 -6.744 1.674  0.000
H 4.120 -3.008 5.745  0.000
H -4.970 -4.301 -4.283  0.000
H -9.797 3.696 -4.722  0.000
H -2.176 -5.198 -3.111  0.000
H -1.641 -6.717 0.211  0.000
H -0.223 2.750 -2.010  0.009
H 3.329 0.768 -3.916  0.001
H -0.239 -8.371 -0.801  0.000
H 1.832 3.876 0.220  0.001
H -3.706 4.735 -5.161  0.000
H 5.901 -4.321 4.945  0.000
H 2.711 3.345 1.753  0.000
H 1.738 0.496 3.361  -0.002
H 3.117 -5.159 5.925  0.000
H -6.495 0.569 -5.406  0.000
H -4.392 7.872 0.859  0.000
H 3.622 -2.687 -4.222  0.000
H 6.967 1.274 -1.631  0.000
H 0.627 -8.715 0.614  0.000
H -2.234 0.509 9.097  0.000
H 2.252 3.593 5.952  0.000
H 0.794 -6.487 -2.402  0.000
H 1.712 1.419 6.912  0.000
H 0.960 -4.746 2.372  0.000
H -0.831 5.454 4.469  0.000
H -5.902 -5.281 -3.132  0.000
H -1.800 6.533 3.560  0.000
H -2.317 4.921 -2.816  0.000
H -3.811 -2.527 -1.316  -0.001
H -6.293 -2.455 -0.780  0.000
H 2.300 -8.237 -2.956  0.000
H 7.370 1.989 -4.611  0.000
H -5.311 3.653 -3.802  0.000
H -0.367 -3.576 -4.598  0.000
H -2.040 -3.720 -2.134  -0.001
H 6.427 0.862 -5.748  0.000
H -1.015 -2.119 -5.447  0.000
H -1.663 2.387 -2.808  0.003
H 2.820 -2.223 4.662  0.000
H 2.348 2.268 -5.731  0.000
H -9.920 2.212 -3.763  0.000
H 4.796 0.179 -2.527  0.000
H 6.684 0.783 1.755  0.000
H 3.641 -5.141 2.792  0.000
H -4.893 -3.994 0.940  0.000
H -1.420 3.746 -0.183  0.001
H -1.277 -0.365 7.766  0.000
H 5.557 1.992 1.246  0.000
H -7.279 3.219 -4.135  0.000
H 3.531 3.444 0.230  -0.001
H -2.768 -3.831 -5.129  0.000
H 2.526 0.719 4.862  0.000
H -0.747 1.240 2.494  -0.001
H 1.301 -0.638 4.669  0.000
H -5.033 10.757 -0.236  0.000
H 3.336 -6.735 -1.120  0.000
H 1.538 -5.126 -1.330  -0.001
H 3.190 -2.524 2.082  -0.001
H -4.832 -2.359 -2.563  0.000
H -0.791 -2.381 -3.637  0.002
H -3.679 4.771 4.801  0.000
H -2.469 3.612 5.183  0.000
H -1.973 7.255 1.598  0.000
H 6.126 2.859 -2.532  0.000
H 0.557 7.447 2.601  0.000
H -2.065 3.847 2.654  0.000
H -3.474 -6.313 -1.624  0.000
H 0.600 0.105 6.914  0.000
H -0.778 5.153 -1.953  0.000
H 8.194 -0.869 -0.906  0.000
H 2.071 4.393 4.449  0.000
H 6.873 -2.214 2.901  0.000
H -4.607 3.609 -6.276  0.000
H -6.643 -3.821 -1.662  0.000
H 4.515 -1.655 4.593  0.000
H -4.311 -0.310 -5.162  0.000
H 0.354 4.211 -3.995  0.000
H -4.381 -5.962 -3.911  0.000
H -0.337 3.106 6.989  0.000
H -6.042 2.205 -6.134  0.000
H 4.525 4.631 -2.954  0.000
H -2.893 -5.008 -0.502  0.000
H -10.746 2.349 -5.273  0.000
H -3.086 2.938 1.508  0.000
H 4.529 -9.198 -2.313  0.000
H -1.880 -0.012 2.996  0.001
H 6.131 2.662 -5.570  0.000
H -2.985 3.490 -1.097  0.002
H -6.753 10.449 -0.372  0.000
H 5.477 4.369 -4.252  0.000
H -4.245 3.427 5.614  0.000
H 3.139 4.603 -5.058  0.000
H -1.253 7.341 0.013  0.000
H -3.309 8.615 -0.323  0.000
H -3.133 -2.348 -4.010  0.000
H 0.301 2.527 -4.353  -0.001
H 4.558 -5.858 5.211  0.000
H -0.187 2.327 8.473  0.000
H -2.985 0.358 -2.819  0.000
H -3.715 3.049 -3.385  -0.001
H -5.464 -0.184 -3.251  0.000
H -4.915 3.030 3.446  0.000
H -5.241 8.976 -1.813  0.000
H -1.370 -5.929 2.518  0.000
H 3.679 -10.243 -1.224  0.000
H -1.499 1.703 4.837  0.000
H -3.542 1.650 -1.713  -0.001
H -5.677 -6.267 -0.811  0.000
H -0.676 7.235 4.579  0.000
H 5.994 -3.232 1.060  0.000
H 4.569 -2.934 0.199  0.001
H 4.933 0.384 1.548  -0.001
H 3.113 2.999 4.558  0.000
H -6.526 -4.560 0.616  0.000
H -7.723 1.637 -3.684  0.000
H -4.572 -6.197 0.603  0.000
H 7.724 -0.361 4.077  0.000
H 1.508 -9.159 -1.560  0.000
H 3.944 2.607 -6.386  0.000
H -4.049 0.061 -1.370  0.000
H 2.492 -4.120 3.710  0.000
H -5.067 6.185 -0.808  0.000
H -3.012 1.050 -4.850  0.000
H 8.716 -1.379 5.079  0.000
H 7.431 -0.201 5.704  0.000
H 3.003 -6.467 4.735  0.000
H 2.709 3.550 -3.695  0.000
H -1.604 -8.060 1.360  0.000
H -2.514 -3.312 0.692  -0.002
H -5.927 1.252 -2.395  0.000
H 3.366 -10.361 -2.850  0.000
H 6.411 -1.021 -0.705  0.000
H 4.100 0.255 -5.414  0.000
H 3.028 -4.149 -3.172  0.000
H 7.276 -1.768 -2.038  0.000
H 4.475 -3.244 -2.924  0.000
H -3.681 5.923 2.347  0.000

Summary:
DFT total energy   -5473.410229 Eh
Spin multiplicity   2
Net charge   +5